1.
ORCA calculation (ωB97M-V with the def2-TZVPD basis set) on 8 unconnected molecules or ions with the total composition C30H61Br14N2O5P at a distorted geometry.

```
! RIJCOSX wB97M-V def2-TZVPD def2/J DEFGRID3
* xyz 0 1
C 0.05 -1.81 -0.15
C 0.49 -0.35 -0.33
C -0.58 0.66 0.11
N -1.94 0.43 -0.36
C -2.43 1.03 -1.58
O -2.76 0.17 -2.66
C -2.25 -1.15 -2.72
C -0.96 -1.26 -3.52
C -3.80 1.64 -1.13
O -4.82 1.01 -0.98
N -3.69 3.02 -0.87
C -2.34 3.48 -1.31
C -1.80 2.31 -2.14
C -0.33 2.35 -2.60
C 0.57 3.39 -1.89
C 2.07 3.02 -1.91
P 2.78 3.18 -0.26
O 2.31 2.10 0.65
O 4.36 3.30 -0.37
C 5.07 2.49 -1.33
C 4.99 1.01 -1.04
O 2.34 4.64 0.20
C 1.98 4.83 1.59
C 0.48 4.77 1.76
H 0.92 -2.42 0.12
H -0.39 -2.25 -1.03
H -0.64 -1.88 0.69
H 0.88 -0.14 -1.32
H 1.32 -0.17 0.35
H -0.62 0.55 1.20
H -0.22 1.68 -0.06
H -2.61 0.55 0.38
H -3.01 -1.73 -3.25
H -2.17 -1.60 -1.73
H -0.06 -1.16 -2.92
H -0.92 -2.26 -3.96
H -0.98 -0.56 -4.35
H -3.79 3.15 0.13
H -2.54 4.28 -2.03
H -1.74 3.81 -0.47
H -2.37 2.40 -3.07
H 0.13 1.36 -2.58
H -0.33 2.65 -3.65
H 0.26 3.52 -0.85
H 0.45 4.33 -2.42
H 2.61 3.68 -2.59
H 2.23 1.99 -2.23
H 6.10 2.81 -1.28
H 4.73 2.73 -2.35
H 5.69 0.49 -1.70
H 5.23 0.82 0.01
H 4.00 0.59 -1.22
H 2.50 4.13 2.24
H 2.33 5.83 1.84
H 0.19 5.14 2.75
H 0.09 3.76 1.59
H 0.02 5.44 1.03
Br 8.74 -0.71 -2.10
C 9.90 0.63 -2.88
C 9.57 2.03 -2.41
Br 7.98 2.76 -3.26
H 9.81 0.53 -3.96
H 10.90 0.36 -2.57
H 10.38 2.71 -2.68
H 9.40 2.07 -1.34
Br -2.17 1.35 3.72
C -3.99 0.68 3.93
C -4.78 0.85 2.67
Br -5.29 2.71 2.38
H -4.42 1.22 4.77
H -3.89 -0.37 4.18
H -5.71 0.29 2.71
H -4.22 0.53 1.79
Br 0.02 -2.28 3.45
C -0.26 -1.57 5.23
C -0.43 -2.66 6.25
Br -2.18 -3.50 6.10
H -1.12 -0.91 5.17
H 0.63 -0.97 5.46
H -0.37 -2.26 7.26
H 0.30 -3.46 6.13
Br -4.23 -2.02 0.66
C -5.53 -3.45 0.59
C -6.87 -2.99 1.08
Br -6.90 -2.79 3.02
H -5.12 -4.27 1.18
H -5.59 -3.75 -0.45
H -7.64 -3.72 0.85
H -7.15 -2.03 0.67
Br 7.62 -0.45 -5.63
C 8.19 0.57 -7.18
C 9.42 -0.01 -7.81
Br 11.02 0.36 -6.77
H 8.34 1.59 -6.84
H 7.35 0.54 -7.88
H 9.60 0.43 -8.79
H 9.36 -1.09 -7.91
Br -10.65 -3.22 1.11
C -10.81 -2.36 2.85
C -10.92 -3.37 3.97
Br -12.67 -4.20 4.03
H -11.68 -1.71 2.79
H -9.91 -1.76 2.97
H -10.79 -2.88 4.93
H -10.19 -4.17 3.87
Br 2.01 -5.92 5.87
C 1.97 -5.94 3.92
C 0.57 -6.11 3.39
Br -0.05 -7.94 3.57
H 2.63 -6.73 3.60
H 2.37 -4.97 3.61
H 0.54 -5.90 2.32
H -0.15 -5.48 3.90
*
```

As for the frontier orbital gap: 9.10 eV. As for the HOMO energy: -8.8 eV. Its total energy is -1035204.102 eV.

---

2.
ORCA calculation (ωB97M-V with the def2-TZVPD basis set) on C2H3N3O3 in the gas phase at a distorted geometry.

```
! RIJCOSX wB97M-V def2-TZVPD def2/J DEFGRID3
* xyz 0 1
C -1.85 -0.14 0.40
C 0.93 0.34 -0.06
N 1.77 -0.40 -0.82
O -2.11 1.09 0.02
N 0.21 -1.26 0.95
N -0.38 -0.50 0.20
O -2.56 -0.88 1.00
O 0.90 1.53 0.10
H -1.28 1.60 -0.14
H 2.67 0.01 -1.01
H 1.70 -1.40 -0.64
*
```

As for the frontier orbital gap: 8.24 eV. As for the energy relative to the best compared isomer or geometry (same formula, charge and spin): 39.52 kcal per mole. As for the HOMO energy: -8.6 eV. Its total energy is -12732.244 eV.

---

3.
ORCA calculation (ωB97M-V with the def2-TZVPD basis set) on a molecular structure, C9H26B2Cl6FMgO11S3 at a distorted geometry.

```
! RIJCOSX wB97M-V def2-TZVPD def2/J DEFGRID3
* xyz -1 1
O 0.52 1.83 -2.07
B 1.41 0.83 -2.69
O 1.19 -0.63 -2.41
B 2.65 1.17 -3.75
F 3.85 0.37 -3.27
H -0.16 2.11 -2.78
H 1.42 -1.05 -3.31
H 2.33 0.70 -4.80
H 2.88 2.32 -3.88
Mg 4.15 1.98 -1.81
O 4.00 -4.40 -0.99
S 4.64 -3.32 -0.26
O 6.08 -3.25 -0.10
O 3.94 -3.18 1.21
C 3.89 -4.32 2.05
C 5.25 -4.61 2.67
C 4.08 -1.77 -0.93
H 3.51 -5.19 1.50
H 3.18 -4.11 2.85
H 5.98 -4.91 1.91
H 5.18 -5.42 3.40
H 5.65 -3.72 3.16
H 3.00 -1.79 -1.02
H 4.54 -1.65 -1.91
H 4.40 -0.97 -0.26
C -3.30 0.99 0.94
S -2.52 1.49 -0.62
O -3.59 2.11 -1.48
C -2.25 -0.19 -1.23
H -3.60 1.90 1.48
H -4.19 0.39 0.74
H -2.59 0.43 1.54
H -3.20 -0.73 -1.29
H -1.57 -0.72 -0.55
H -1.80 -0.13 -2.22
C -4.11 -2.45 3.25
Cl -4.36 -2.74 1.51
Cl -2.37 -2.29 3.58
Cl -4.95 -0.95 3.72
Cl -4.77 -3.82 4.18
C 0.97 7.12 -3.06
C 0.37 6.90 -4.45
O 0.87 5.64 -4.88
S 1.08 4.68 -3.58
O -0.09 3.82 -3.46
O 2.43 4.17 -3.59
O 0.97 5.84 -2.44
H 2.01 7.46 -3.14
H 0.40 7.84 -2.47
H 0.65 7.69 -5.15
H -0.72 6.83 -4.39
C -7.54 -1.78 6.86
O -8.00 -1.48 5.55
H -8.37 -1.71 7.56
H -7.14 -2.80 6.87
H -6.76 -1.07 7.14
H -7.24 -1.56 4.95
Cl -4.90 -6.15 3.73
Cl 2.61 -1.75 1.90
*
```

As for the frontier orbital gap: 1.33 eV. As for the HOMO energy: -3.9 eV. Its total energy is -149427.013 eV.

---

4.
ORCA calculation (ωB97M-V with the def2-TZVPD basis set) on 14 unconnected molecules or ions with the total composition C3H34N2O14S2 at a distorted geometry.

```
! RIJCOSX wB97M-V def2-TZVPD def2/J DEFGRID3
* xyz 0 1
S 1.90 3.08 -3.98
S 1.81 1.12 -3.93
C 0.78 0.33 -2.67
C 1.27 0.35 -1.18
C 0.26 -0.67 -0.46
N -0.10 -0.39 0.81
O 0.12 -1.80 -0.90
N 1.07 1.64 -0.55
H 0.95 3.41 -4.92
H 0.80 -0.81 -2.98
H -0.25 0.61 -2.56
H 2.32 -0.05 -1.12
H -0.03 0.55 1.10
H -0.83 -0.99 1.22
H 1.91 2.14 -0.35
H 0.52 2.31 -1.09
H 0.47 -5.53 -2.46
H -0.68 -4.79 -1.84
O -0.36 -5.08 -2.70
H 0.11 3.12 1.39
H 0.90 3.52 2.58
O 0.04 3.20 2.35
H 2.22 0.08 0.94
H 3.72 0.51 1.24
O 3.11 -0.18 0.75
H 4.95 2.92 -1.94
H 5.47 1.52 -1.75
O 4.72 2.03 -2.01
H -0.17 3.97 -0.98
H -0.44 4.32 -2.49
O 0.19 4.23 -1.80
H -2.19 2.72 0.78
H -1.83 4.15 0.79
O -1.52 3.35 0.39
H -1.55 -3.13 -0.46
H -0.51 -4.13 0.08
O -1.45 -4.14 -0.25
H -0.37 -1.79 3.49
H -0.81 -0.78 4.53
O -0.77 -1.67 4.31
H -2.75 1.39 2.71
H -1.66 2.35 3.06
O -2.14 1.57 3.47
H -2.11 -3.56 2.79
H -2.04 -4.06 1.30
O -2.55 -3.52 1.97
H 2.86 -3.16 1.20
H 2.21 -2.82 -0.20
O 2.53 -3.49 0.35
H -2.87 0.17 0.47
H -4.24 0.63 0.34
O -3.39 1.05 0.41
H -3.62 -1.81 -0.40
H -2.96 -2.35 0.87
O -2.99 -1.62 0.26
*
```

As for the frontier orbital gap: 8.67 eV. As for the HOMO energy: -8.8 eV. Its total energy is -56978.359 eV.

---

- The highest HOMO energy belongs to which entry?
  C9H26B2Cl6FMgO11S3